# 1
A 9-piece molecular cluster, C5H28N10O9 overall, computed with the ωB97M-V functional and the def2-TZVPD basis.

Properties
E   -38973.7612 eV
Kohn-Sham gap   10.18 eV
SMILES   NC(N)=O.NC(N)=O.NC(N)=O.NC(N)=O.NC(N)=O.O.O.O.O
Energy above the lowest of the compared OMol25 structures with the same formula, charge and spin   9.4 kJ/mol

Geometry as ORCA input:
```
! RIJCOSX wB97M-V def2-TZVPD def2/J DEFGRID3
* xyz 0 1
N 14.1936 11.5134 7.2690
C 11.7006 6.8803 8.6220
H 13.3564 8.0248 9.4436
H 9.5945 9.5305 10.0846
O 9.3259 11.5071 7.6445
O 8.0942 6.6440 9.4127
H 10.8475 8.9978 10.8305
C 8.1573 11.7238 7.2856
H 7.3033 6.2833 7.2618
H 8.9021 9.2438 6.7768
N 11.9918 10.8449 7.9061
O 13.6870 9.4574 8.0897
O 6.4114 9.1376 9.6237
H 15.1175 11.2603 7.1570
N 7.7439 6.1563 6.3520
N 4.7308 8.1894 7.2596
N 7.3241 11.7666 8.3157
H 11.3873 10.1109 8.1320
O 7.3654 11.0981 11.4155
H 9.0412 6.5399 9.1814
H 11.0920 7.2185 6.7831
H 13.8790 12.3958 6.9438
O 10.6491 6.2418 8.9320
H 6.6980 11.3783 5.9520
H 8.1367 10.9305 11.9043
O 10.0686 9.5317 10.9278
O 4.8333 10.3494 6.4899
H 6.6409 8.2035 9.6861
H 6.1258 9.2545 4.6965
H 7.9176 8.2841 7.8506
C 8.6260 7.2399 6.1482
N 5.4881 8.5862 5.1396
H 4.6647 7.2130 7.0052
H 7.6172 11.2972 9.1625
H 8.1003 6.2429 10.2677
H 4.1945 8.4509 8.0508
N 8.3255 8.4296 6.9176
H 6.7046 9.5666 10.4536
H 12.5393 7.9714 7.1355
O 9.6294 7.0995 5.4259
N 7.6828 11.7229 6.0301
H 12.3692 6.9500 10.5964
C 4.9836 9.1591 6.3045
H 5.8406 7.6231 5.1323
H 8.1910 5.2355 6.1318
H 11.5164 11.7164 7.5990
H 8.2087 11.1093 5.4097
N 12.5456 7.3381 9.6430
N 11.8983 7.2645 7.3796
H 6.3186 11.8120 8.1151
C 13.3057 10.5772 7.7855
H 6.8700 11.8025 11.7919
*
```

=====

# 2
A 11-piece molecular cluster, C5H28N2O10 overall, computed with the ωB97M-V functional and the def2-TZVPD basis.

Properties
E   -29085.7711 eV
Kohn-Sham gap (alpha / beta)   10.68 / 6.60 eV
Energy above the lowest of the compared OMol25 structures with the same formula, charge and spin   0.0 kJ/mol

Geometry as ORCA input:
```
! RIJCOSX wB97M-V def2-TZVPD def2/J DEFGRID3
* xyz 1 2
O -2.5475 2.3813 -2.0648
H -0.5016 0.2943 2.1872
N 3.1946 -1.5787 0.7769
H 1.3152 -3.1673 -2.6524
H -2.2985 -0.1833 2.5774
H 1.5279 0.0752 -1.8993
O 1.4012 2.2457 -0.8030
C 0.3677 -0.1157 2.7234
H 0.6673 2.9429 -0.8525
H 0.4486 -2.1665 -3.2355
C 3.0379 -0.3086 0.3848
H -2.5153 1.5980 -1.5335
O 1.1737 -0.0956 -2.7779
O -2.3932 -2.6797 -2.4928
H 0.1035 2.1478 1.9613
H -1.3975 2.1010 1.5396
H 2.4162 -2.5338 2.4042
O -2.5632 -0.7220 -0.6393
H -0.8711 -1.7159 3.5824
O 0.7265 -3.0611 -3.4118
H -2.3934 -2.6324 -3.4445
C 2.2798 -1.7093 1.7172
H -2.4829 1.9989 -2.9569
H 0.8069 -1.8161 3.9961
H 1.9526 0.0234 -3.3409
H 0.7111 -0.7390 -1.6569
C -0.0105 -1.1085 3.8253
H -1.1762 3.4172 -1.3121
H -1.5355 -2.8975 -2.2398
O -0.5170 3.9213 -0.7535
O 0.0103 -1.3084 -1.3009
H -0.7998 3.8572 0.1517
H 3.6749 0.2459 -0.2932
H -2.5165 0.1327 1.0314
O -1.9747 0.3286 1.8291
H 1.5769 1.2222 0.5921
N 1.9947 0.3270 0.9580
H -3.0157 -1.1720 -1.3693
H 0.6513 0.8503 3.1694
O -0.6156 2.6752 1.6184
H 2.1047 2.6112 -1.3446
H 0.2793 -1.6880 -0.4590
H -1.6280 -0.8350 -0.8408
C 1.4851 -0.5317 1.8803
H -0.1543 -0.6314 4.7690
*
```

=====

# 3
A 9-piece molecular cluster, C5H28N2O9 overall, computed with the ωB97M-V functional and the def2-TZVPD basis.

Properties
E   -27046.2636 eV
Kohn-Sham gap   9.49 eV
SMILES   CN(C)CCNC=O.O.O.O.O.O.O.O.O
Energy above the lowest of the compared OMol25 structures with the same formula, charge and spin   364.9 kJ/mol

Geometry as ORCA input:
```
! RIJCOSX wB97M-V def2-TZVPD def2/J DEFGRID3
* xyz 0 1
H -1.6838 -1.7406 3.5948
H 1.1180 -3.7071 -0.9095
H -1.2521 4.0820 0.4832
H 0.2145 2.7766 0.0956
H 0.1803 -1.8358 -1.9358
H -3.1524 -0.2763 0.4337
O 0.0350 3.1047 -3.3648
H -0.9121 4.3853 1.9050
O 0.3217 3.5649 -0.4850
C 0.2412 -0.8079 -2.3232
H 0.3411 -2.0999 0.8797
N 1.5863 -0.3621 -2.0000
H 2.4699 -1.9154 -0.7871
H 1.4767 1.5007 0.6819
N -1.1823 -0.8489 -0.2796
H 1.2367 0.9477 2.6755
H -1.7249 0.0163 -2.2074
H -0.7159 -1.0666 4.7091
O -1.1311 -1.0034 3.8521
H 0.4979 3.0334 -4.1953
H -1.8386 -0.5239 1.5971
H 1.0592 -5.2145 -0.6809
O 1.1825 -2.5651 0.9968
H -1.3299 -2.8100 -1.2122
C -0.8630 -0.1280 -1.5013
O -1.6754 4.1769 1.3574
H -2.9021 -2.0067 -0.8250
H 0.1488 -0.7991 -3.4289
H -1.7461 0.9689 0.6721
H -2.0273 -2.6695 0.4360
H 0.2019 -0.1203 2.9417
H 1.0109 3.9876 0.0404
H 2.6572 2.2218 1.4606
C -1.8198 -2.1378 -0.5072
O 1.1686 0.0171 2.9597
H 1.8057 0.6093 -2.2190
O 1.7073 2.2364 1.2815
H 1.5823 -2.2029 1.7979
C 2.3576 -0.8367 -0.9475
H -0.6038 0.8735 -1.1120
C -2.0966 -0.0876 0.6375
O 3.0844 -0.1711 -0.2477
O 0.9362 -4.5391 -1.3610
H 0.0349 3.9733 -2.9589
*
```

=====

> The lowest E belongs to which entry?

C5H28N10O9

=====

> Number 3 is which compound?

C5H28N2O9